[1]
A cluster of 2 separate species, C4H12 in total at a distorted geometry, computed with ωB97M-V/def2-TZVPD.

```
16
C4H12 ωB97M-V/def2-TZVPD
C -1.764 0.020 1.584
C -2.040 -1.155 0.661
H -2.487 0.762 1.564
H -1.714 -0.326 2.646
H -0.884 0.420 1.246
H -1.323 -1.919 0.577
H -2.077 -0.643 -0.330
H -3.091 -1.580 0.694
C 1.903 0.748 -1.742
C 1.878 0.387 -0.313
H 2.455 -0.067 -2.332
H 0.933 0.974 -2.118
H 2.663 1.645 -2.145
H 1.638 -0.786 -0.278
H 2.863 0.504 0.145
H 1.046 1.014 0.142
```

Output
E_HOMO (eV): -10.86
LUMO energy (eV): 1.085
Structure (SMILES): CC.CC
Kohn-Sham gap (eV): 11.947

[2]
A cluster of 2 separate species, C4H12 in total at a distorted geometry, computed with ωB97M-V/def2-TZVPD.

```
16
C4H12 ωB97M-V/def2-TZVPD
C -0.995 0.448 1.934
C -1.180 1.054 0.519
H 0.042 0.122 2.014
H -1.095 1.240 2.688
H -1.704 -0.337 2.129
H -2.245 1.288 0.423
H -0.722 0.668 -0.378
H -0.644 2.031 0.524
C 1.761 -0.661 -0.829
C 0.501 -1.110 -1.621
H 2.613 -0.447 -1.454
H 1.418 0.290 -0.457
H 1.992 -1.284 0.025
H 0.178 -0.200 -2.127
H -0.361 -1.260 -0.968
H 0.442 -1.842 -2.421
```

Output
E_HOMO (eV): -11.43
LUMO energy (eV): 1.169
Structure (SMILES): CC.CC
Kohn-Sham gap (eV): 12.595

[3]
A cluster of 2 separate species, C4H12 in total at a distorted geometry, computed with ωB97M-V/def2-TZVPD.

```
16
C4H12 ωB97M-V/def2-TZVPD
C 2.236 -0.793 -1.264
C 1.338 -2.095 -1.398
H 1.635 0.001 -0.831
H 3.168 -0.988 -0.708
H 2.661 -0.761 -2.287
H 2.072 -2.821 -1.757
H 0.510 -2.015 -2.109
H 0.893 -2.293 -0.419
C -1.370 1.820 0.775
C -2.207 1.099 1.891
H -1.907 2.770 0.630
H -0.350 2.021 1.085
H -1.344 1.204 -0.116
H -2.160 0.038 1.609
H -3.240 1.439 1.895
H -1.830 1.234 2.902
```

Output
Spin multiplicity: 2
E_HOMO (alpha / beta) (eV): -14.37 / -14.35
LUMO energy (alpha / beta) (eV): -3.703 / -11.740
Charge: +1
Kohn-Sham gap (alpha / beta) (eV): 10.662 / 2.615

[4]
A cluster of 2 separate species, C4H12 in total at a distorted geometry, computed with ωB97M-V/def2-TZVPD.

```
16
C4H12 ωB97M-V/def2-TZVPD
C -1.656 -1.396 -0.972
C -2.286 -0.155 -0.583
H -0.653 -1.128 -1.353
H -1.579 -2.190 -0.208
H -2.114 -2.003 -1.800
H -1.553 0.537 -0.060
H -3.149 -0.175 0.081
H -2.493 0.470 -1.475
C 2.034 0.158 0.339
C 1.791 1.360 1.240
H 1.370 -0.711 0.468
H 2.079 0.565 -0.656
H 2.994 -0.330 0.596
H 0.764 1.714 1.041
H 1.911 1.151 2.304
H 2.540 2.131 1.041
```

Output
Spin multiplicity: 2
E_HOMO (alpha / beta) (eV): -15.95 / -15.13
LUMO energy (alpha / beta) (eV): -3.146 / -11.598
Charge: +1
Kohn-Sham gap (alpha / beta) (eV): 12.809 / 3.528

[5]
A cluster of 2 separate species, C4H12 in total at a distorted geometry, computed with ωB97M-V/def2-TZVPD.

```
16
C4H12 ωB97M-V/def2-TZVPD
C -0.570 1.947 0.626
C -1.400 0.779 1.124
H -1.239 2.785 0.399
H 0.138 2.239 1.404
H 0.008 1.831 -0.308
H -1.926 0.983 2.048
H -0.772 -0.104 1.309
H -2.091 0.433 0.354
C 1.187 -0.673 -0.991
C 0.814 -2.032 -0.632
H 1.528 -0.494 -2.012
H 0.307 0.056 -0.908
H 2.021 -0.345 -0.345
H 0.486 -2.226 0.379
H 1.542 -2.711 -1.176
H -0.031 -2.469 -1.271
```

Output
Spin multiplicity: 2
E_HOMO (alpha / beta) (eV): -15.99 / -15.70
LUMO energy (alpha / beta) (eV): -3.224 / -11.258
Charge: +1
Kohn-Sham gap (alpha / beta) (eV): 12.767 / 4.440

[6]
A structure of composition C4H12AgClO4 at a distorted geometry, computed with ωB97M-V/def2-TZVPD.

```
22
C4H12AgClO4 ωB97M-V/def2-TZVPD
Ag 0.153 -0.750 2.631
Cl 0.683 -0.148 0.188
C -1.299 1.703 2.580
C -2.443 0.716 2.787
O -2.085 -0.589 2.241
O -0.223 1.330 3.440
H -1.709 2.646 2.943
H -0.906 1.721 1.564
H -3.339 1.160 2.354
H -2.695 0.549 3.834
H -2.882 -1.120 2.171
H -0.131 1.946 4.170
C 1.642 -1.678 -3.400
C 1.971 -0.228 -3.457
O 2.639 0.165 -2.316
O 0.398 -1.834 -2.726
H 2.484 -2.326 -3.154
H 1.556 -2.102 -4.401
H 1.078 0.320 -3.758
H 2.588 0.030 -4.317
H 2.096 -0.019 -1.546
H 0.423 -1.493 -1.829
```

Output
Spin multiplicity: 3
E_HOMO (alpha / beta) (eV): -5.45 / -9.83
LUMO energy (alpha / beta) (eV): 0.274 / -4.690
Kohn-Sham gap (alpha / beta) (eV): 5.725 / 5.143

Number 1: total energy -159.5374 hartree. Number 2: total energy -159.5591 hartree. Number 3: total energy -159.1391 hartree. Number 4: total energy -159.1477 hartree. Number 5: total energy -159.1520 hartree. Number 6: total energy -1067.5043 hartree.